Molecular formula: C3H7NOS
Method: DFT, ωB97M-V/def2-TZVPD

Output
**LUMO**: -0.2 eV
**Net charge**: 0
**Gap between HOMO and LUMO**: 9.2 eV
**Molar mass**: 105.162 g mol⁻¹
**Energy**: -17592.056 eV

Each line ends with the natural charge from an NBO analysis.
Positions of all 13 atoms, in Å:
1 C 0.78385 0.49713 1.49897  -0.66
2 C 0.63429 0.10584 0.12583  -0.47
3 C -0.26488 -1.08315 -0.04921  0.63
4 H -0.26754 0.24772 2.10155  0.24
5 H 1.80467 -0.31782 1.95687  0.24
6 H 0.92467 1.89131 1.13845  0.24
7 H 1.56602 -0.13778 -0.54012  0.27
8 H -0.83788 2.05439 0.04222  0.12
9 H -2.01725 -1.96385 0.31018  0.42
10 H -2.22810 0.02460 0.83190  0.38
11 N -1.50113 -1.13725 0.52276  -0.80
12 O 0.04851 -2.16473 -0.68696  -0.62
13 S 0.26598 1.64757 -0.84114  0.01